[1]
C7H8N | ωB97M-V with the def2-TZVPD basis set

CARTESIAN COORDINATES (ANGSTROEM)
C -1.048 0.674 0.216
C 1.396 -1.160 -0.102
C 2.709 0.655 -0.195
C 0.248 1.114 0.201
C 1.239 0.332 -0.203
C 2.472 -0.440 0.820
C -3.362 -0.370 0.121
N -2.104 0.281 -0.118
H 0.597 -1.782 0.273
H 2.027 -1.600 -0.841
H 3.180 0.281 -1.170
H 3.180 1.618 0.150
H 0.377 2.091 0.566
H -3.100 -1.482 0.373
H -4.020 0.080 0.891
H -3.792 -0.292 -0.983

Values from the calculation:
Relative energy (zero: lowest compared OMol25 entry of this formula, charge and spin), kJ/mol: 325.7
HOMO-LUMO gap (alpha / beta), eV: 7.1595 / 6.9446
Multiplicity: 1
Net charge: +1

=====

[2]
C40H70O15 | ωB97M-V with the def2-TZVPD basis set

CARTESIAN COORDINATES (ANGSTROEM)
O -8.779 -15.173 -12.395
C -9.670 -15.076 -11.572
C -10.440 -13.795 -11.314
C -11.049 -14.128 -9.978
C -10.784 -15.677 -9.737
O -9.937 -16.051 -10.799
H -9.785 -12.924 -11.306
H -11.248 -13.642 -12.028
H -10.488 -13.491 -9.294
H -12.089 -13.803 -9.968
H -10.246 -15.748 -8.791
H -11.730 -16.217 -9.689
O -1.575 -11.828 -13.085
C -0.951 -12.815 -13.430
C -1.146 -13.653 -14.630
C -0.785 -15.005 -13.999
C 0.181 -14.714 -12.874
O -0.168 -13.367 -12.532
H -2.168 -13.551 -14.994
H -0.452 -13.343 -15.411
H -1.593 -15.540 -13.499
H -0.405 -15.737 -14.712
H 0.184 -15.417 -12.041
H 1.167 -14.803 -13.331
O -0.980 -9.535 -21.477
C -0.074 -8.812 -21.735
C -0.131 -7.331 -21.563
C 1.025 -6.944 -22.488
C 1.962 -8.075 -22.450
O 1.119 -9.177 -22.229
H -1.023 -6.893 -22.010
H 0.073 -7.102 -20.517
H 0.645 -6.847 -23.505
H 1.495 -5.973 -22.330
H 2.272 -8.239 -23.482
H 2.875 -8.020 -21.857
O -10.058 -11.589 -19.282
C -9.536 -12.728 -19.133
C -8.094 -13.056 -18.926
C -8.029 -14.534 -18.935
C -9.430 -15.032 -18.436
O -10.237 -13.845 -18.775
H -7.351 -12.590 -19.574
H -7.769 -12.625 -17.979
H -7.863 -14.885 -19.954
H -7.296 -15.062 -18.326
H -9.653 -15.771 -19.206
H -9.503 -15.249 -17.370
O -5.416 -24.351 -14.225
C -6.013 -23.604 -14.959
C -6.905 -24.053 -16.134
C -8.024 -22.993 -16.038
C -7.294 -21.815 -15.327
O -6.375 -22.442 -14.537
H -6.365 -23.950 -17.075
H -7.218 -25.096 -16.081
H -8.389 -22.633 -17.000
H -8.797 -23.355 -15.360
H -6.841 -21.088 -16.001
H -7.969 -21.275 -14.663
C -8.633 -22.215 -24.525
C -8.892 -20.922 -25.100
C -8.050 -19.901 -24.433
O -7.737 -20.589 -23.192
C -8.429 -21.848 -23.029
H -7.719 -22.675 -24.901
H -9.412 -22.962 -24.675
H -9.945 -20.640 -25.067
H -8.693 -20.859 -26.169
H -8.531 -18.943 -24.240
H -7.188 -19.766 -25.087
H -9.336 -21.632 -22.464
H -7.966 -22.569 -22.355
C -18.891 -13.810 -21.485
C -17.422 -13.287 -21.254
C -17.536 -12.816 -19.766
O -18.759 -12.168 -19.930
C -19.771 -12.877 -20.697
H -18.896 -14.837 -21.121
H -19.283 -13.860 -22.500
H -17.353 -12.495 -22.000
H -16.616 -14.014 -21.356
H -16.647 -12.264 -19.462
H -17.648 -13.575 -18.992
H -20.213 -12.325 -21.527
H -20.472 -13.303 -19.980
C -14.496 -8.186 -13.949
C -14.206 -7.761 -12.507
C -13.893 -6.263 -12.566
O -13.507 -6.029 -13.888
C -14.033 -7.000 -14.755
H -15.510 -8.516 -14.179
H -13.820 -8.992 -14.234
H -13.240 -8.240 -12.346
H -14.850 -8.200 -11.745
H -13.271 -5.807 -11.795
H -14.831 -5.714 -12.485
H -13.321 -7.183 -15.559
H -14.845 -6.481 -15.263
C -13.483 -6.302 -23.652
C -14.279 -5.229 -24.449
C -15.523 -5.930 -24.991
O -15.503 -7.124 -24.231
C -14.465 -7.267 -23.242
H -12.950 -5.831 -22.827
H -12.784 -6.823 -24.307
H -13.793 -4.860 -25.352
H -14.707 -4.457 -23.810
H -15.339 -6.112 -26.050
H -16.408 -5.323 -24.803
H -13.917 -8.208 -23.240
H -14.818 -6.964 -22.256
C -17.113 -20.015 -18.687
C -15.749 -20.625 -18.354
C -15.746 -21.996 -19.087
O -16.916 -21.985 -20.030
C -17.878 -21.147 -19.364
H -16.947 -19.254 -19.449
H -17.633 -19.545 -17.853
H -15.644 -20.808 -17.284
H -14.972 -19.939 -18.693
H -15.863 -22.863 -18.437
H -14.774 -22.227 -19.523
H -18.421 -21.690 -18.590
H -18.581 -20.748 -20.095

Values from the calculation:
Relative energy (zero: lowest compared OMol25 entry of this formula, charge and spin), kJ/mol: 665.3
SMILES: O=C1CCCO1.O=C1CCCO1.O=C1CCCO1.O=C1CCCO1.O=C1CCCO1.C1CCOC1.C1CCOC1.C1CCOC1.C1CCOC1.C1CCOC1
HOMO-LUMO gap, eV: 9.3948
Multiplicity: 1
Net charge: 0

=====

[3]
C20H16F8N2OPdS4 | ωB97M-V with the def2-TZVPD basis set

CARTESIAN COORDINATES (ANGSTROEM)
Pd 1.117 0.386 -0.610
O -3.927 -2.604 -4.264
C -3.057 -2.188 -3.520
S -1.344 -2.531 -3.705
C -0.745 -1.556 -2.367
C -1.670 -0.854 -1.679
S -1.430 0.240 -0.331
S -3.335 -1.041 -2.218
S 0.994 -1.604 -2.113
F 2.891 1.809 -2.519
C 1.569 1.861 -2.020
F 0.783 1.889 -3.146
C 1.526 3.300 -1.465
F 2.421 3.465 -0.468
F 1.824 4.248 -2.390
F 0.322 3.628 -0.970
F -4.419 -1.970 4.773
C -3.225 -1.975 5.422
F -3.095 -3.206 5.969
F -3.425 -1.127 6.478
C -2.088 -1.603 4.572
C -2.127 -0.400 3.808
C -1.058 -0.027 3.066
N 0.103 -0.774 3.070
C 0.107 -2.015 3.688
C -0.948 -2.426 4.437
H -3.024 0.201 3.747
H -1.058 0.823 2.403
H 0.995 -2.608 3.535
H -0.897 -3.398 4.908
C 0.490 3.228 3.068
N 1.454 2.876 4.095
C 2.627 3.721 4.036
C 1.695 1.434 4.193
C 2.048 0.701 2.915
C 3.239 1.034 2.215
C 3.615 0.376 1.074
C 2.815 -0.652 0.526
C 1.626 -1.001 1.196
C 1.289 -0.326 2.394
H 0.288 4.301 3.118
H -0.451 2.707 3.247
H 0.827 2.992 2.048
H 2.345 4.744 4.302
H 3.104 3.768 3.045
H 3.368 3.377 4.760
H 0.798 0.987 4.627
H 2.499 1.291 4.923
H 3.872 1.820 2.603
H 4.531 0.651 0.565
H 3.185 -1.274 -0.276
H 1.058 -1.871 0.894

Values from the calculation:
Relative energy (zero: lowest compared OMol25 entry of this formula, charge and spin), kJ/mol: 46.3
<S²>: 2.02
HOMO-LUMO gap (alpha / beta), eV: 4.9463 / 5.0841
Multiplicity: 3
Net charge: -2

=====

[4]
C7H12N5O3 | ωB97M-V with the def2-TZVPD basis set

CARTESIAN COORDINATES (ANGSTROEM)
C -1.132 -1.950 -1.717
C -0.516 -0.664 0.007
C 4.885 -1.495 0.148
C -3.638 0.059 -0.386
C -0.326 -0.844 -1.344
C -1.837 -2.091 1.692
C 0.322 0.753 1.749
N -1.757 -2.400 -0.675
N -4.459 -0.761 -0.213
N 1.731 1.759 -1.048
N 0.168 0.431 0.552
N -1.410 -1.647 0.392
O 5.925 -1.982 0.164
O 3.866 -0.970 0.148
O -2.794 0.837 -0.419
H -1.004 -2.539 -2.681
H 0.164 -0.171 -1.955
H -1.265 -1.632 2.447
H -2.898 -2.005 1.780
H -1.479 -3.144 1.843
H -0.097 0.313 2.641
H 1.001 1.637 1.853
H 1.982 2.759 -0.651
H -5.280 -1.165 -0.739
H 2.572 1.184 -0.978
H 1.660 2.005 -1.959
H 0.728 0.993 -0.297

Values from the calculation:
Relative energy (zero: lowest compared OMol25 entry of this formula, charge and spin), kJ/mol: 0.0
HOMO-LUMO gap, eV: 8.7545
Multiplicity: 1
Net charge: +1